Formula: C101H217N11O13
Source: OMol25
Level of theory: ωB97M-V with the def2-TZVPD basis set

```
342
Properties=species:S:1:pos:R:3:forces:R:3
C -8.9088 -4.2356 22.0674 -0.43 -0.98 -0.28
O -8.1106 -3.3943 22.8613 0.26 0.27 -0.09
H -8.4322 -4.4713 21.1159 0.25 0.56 -0.07
H -9.0451 -5.2253 22.5032 0.01 -0.11 0.41
H -9.9076 -3.8430 21.8766 -0.02 0.30 -0.07
H -8.3538 -3.5259 23.7806 0.01 0.06 0.02
C -5.5564 -3.9190 13.8044 0.01 -1.07 -0.04
O -5.8774 -3.0062 14.7995 -0.67 0.31 0.78
H -5.0960 -4.7917 14.2676 1.34 0.27 -0.12
H -6.3942 -4.4902 13.4048 -0.71 0.74 -0.54
H -5.0184 -3.3595 13.0391 0.35 -0.80 -0.28
H -6.8302 -2.8964 14.7576 -0.25 0.51 0.23
C -7.2290 0.7096 18.8523 -1.16 0.19 1.14
C -7.1211 -0.8138 19.0050 2.01 -1.00 0.02
C -6.2682 -1.4364 17.7695 -0.54 0.45 0.74
C -5.2994 -2.4851 18.1793 1.28 -0.68 2.78
C -4.3240 -1.9329 19.2406 0.93 1.12 -0.24
C -4.8904 -1.2290 20.5327 -0.18 0.86 -0.92
N -6.3669 -1.0360 20.3549 -0.13 -1.45 -2.81
O -7.0378 -0.4495 21.4233 0.22 0.34 0.19
C -4.7645 -2.1989 21.6924 -0.02 -0.03 0.37
C -4.1262 0.1700 20.7450 -0.84 -2.01 0.25
C -8.4821 -1.6164 19.0540 0.78 2.24 0.34
H -7.8339 1.1362 19.6524 -0.84 -0.51 0.19
H -7.7213 1.0784 17.9524 0.59 -0.05 -0.34
H -6.3410 1.2314 19.2091 0.68 -0.26 -1.23
H -6.9487 -1.9792 17.1135 -0.30 0.75 -0.37
H -5.7303 -0.6281 17.2742 -0.21 0.02 -0.30
H -4.6938 -3.0450 17.4667 -0.32 0.59 -0.75
H -5.8416 -3.2785 18.6938 -0.36 -0.23 0.08
H -3.6188 -1.2214 18.8110 -0.66 0.98 -0.86
H -3.4698 -2.5830 19.4297 -0.65 -1.18 0.92
H -3.7637 -2.6022 21.8470 0.16 0.17 -0.20
H -5.0805 -1.7599 22.6386 -0.13 0.04 0.02
H -5.4347 -3.0223 21.4455 0.04 -0.18 0.24
H -4.2828 0.7603 19.8422 0.10 0.21 0.28
H -4.5090 0.6178 21.6621 -0.17 0.34 -0.24
H -3.0662 -0.0185 20.9157 0.11 0.00 -0.22
H -9.0284 -1.6233 18.1108 0.50 -0.28 -0.39
H -9.0987 -0.9296 19.6338 -0.39 -0.75 0.83
H -8.3221 -2.6150 19.4606 -0.23 0.20 0.06
H -7.3774 -1.2231 21.8792 -0.33 -0.11 0.43
C -11.1842 -2.7495 15.4528 0.48 0.53 0.39
C -10.5730 -3.0158 14.0740 0.17 -0.36 -1.53
C -11.8335 -3.0696 13.0670 0.41 1.26 -1.35
C -11.5056 -2.9009 11.5755 0.88 -1.21 0.62
C -10.7158 -1.6487 11.4259 1.19 0.61 0.24
C -9.4247 -1.4780 12.3222 2.30 -1.46 -0.06
N -9.6207 -1.9046 13.7438 -2.83 0.54 -1.58
O -8.4534 -1.8208 14.5247 -0.56 -0.53 -0.30
C -8.2208 -2.3296 11.6157 -0.99 0.93 0.86
C -9.0055 0.0216 12.3693 -0.93 -0.28 -0.60
C -9.9002 -4.3914 13.9647 -0.28 0.12 1.99
H -11.8028 -1.8558 15.3701 -0.54 -0.31 -0.11
H -10.5002 -2.4366 16.2417 0.73 -0.31 -0.22
H -11.7007 -3.6023 15.8935 -0.35 0.01 -0.31
H -12.4788 -3.9474 13.1004 0.23 -0.18 1.06
H -12.4446 -2.1711 13.1528 -0.30 -0.04 1.09
H -12.3366 -2.9013 10.8701 -0.69 0.43 0.59
H -10.9913 -3.7692 11.1636 0.74 -0.14 0.27
H -11.3240 -0.7719 11.6481 -0.32 -0.01 -0.24
H -10.4505 -1.6773 10.3690 0.53 0.88 0.00
H -7.9605 -1.8200 10.6880 -0.03 -0.17 -0.11
H -7.3270 -2.3566 12.2390 -0.08 0.23 0.14
H -8.4799 -3.3703 11.4214 -0.29 0.08 -0.12
H -8.3805 0.4188 13.1692 0.28 -0.80 0.10
H -8.5305 0.2811 11.4232 -0.12 0.21 -0.03
H -9.9443 0.5645 12.4786 0.00 0.33 -0.21
H -9.1495 -4.4723 14.7508 0.38 0.08 -0.03
H -9.4313 -4.7344 13.0424 -0.56 0.28 -0.18
H -10.6958 -5.0213 14.3627 0.18 -0.92 -0.61
H -8.6219 -0.9998 14.9928 0.37 0.05 0.35
C -8.1648 -14.8173 19.2006 -0.03 -0.04 -0.07
C -6.6815 -14.5462 18.9509 0.17 0.98 -0.47
C -6.3156 -13.1719 19.5745 -0.74 0.66 0.72
C -6.3208 -13.1257 21.1092 1.47 -1.80 -1.05
C -5.2705 -14.1785 21.4854 0.16 -0.64 0.61
C -5.3872 -15.6592 20.8745 -1.98 2.70 -0.78
N -5.7476 -15.5696 19.4202 -0.37 1.69 0.14
O -6.0738 -16.8070 18.8146 0.06 -0.09 0.57
C -4.0241 -16.1753 20.7929 1.39 -2.02 1.61
C -6.4171 -16.3985 21.7964 0.84 -0.81 -0.99
C -6.5018 -14.2744 17.4077 0.00 0.11 0.41
H -8.5646 -14.6859 20.2061 0.58 0.10 0.28
H -8.4158 -15.8453 18.9392 -0.19 0.17 -0.51
H -8.6446 -14.0426 18.6024 -0.63 -0.47 -0.22
H -5.3894 -12.7963 19.1395 0.39 -0.22 0.31
H -7.0279 -12.3767 19.3547 -0.50 -0.34 -0.97
H -7.2913 -13.4237 21.5062 -0.12 0.34 0.02
H -6.0116 -12.1353 21.4431 -0.20 -0.04 0.23
H -5.2674 -14.3424 22.5630 -0.02 -0.09 0.24
H -4.2672 -13.7976 21.2945 0.01 0.13 -0.43
H -3.7221 -16.2120 21.8396 0.77 -0.42 0.09
H -4.0392 -17.1906 20.3966 0.06 -0.30 0.23
H -3.2512 -15.6680 20.2155 -0.60 0.66 -0.01
H -6.6950 -17.3486 21.3400 -0.49 0.17 -0.44
H -6.0106 -16.7749 22.7351 0.38 0.68 0.23
H -7.2827 -15.7633 21.9846 0.01 -0.17 -0.05
H -7.0204 -13.3328 17.2270 -0.41 -0.14 -0.25
H -6.8583 -15.0392 16.7176 -0.26 -0.12 0.31
H -5.4868 -14.0346 17.0909 0.36 -0.31 0.49
H -5.2220 -17.0401 18.4383 -0.06 -0.29 -0.31
C -14.5163 -4.3878 17.1605 -0.59 0.31 -1.86
C -14.9521 -5.9009 16.7683 1.95 1.33 -0.07
C -16.4180 -5.7924 16.4511 -2.09 -2.17 -0.68
C -16.9954 -7.1016 15.8732 0.62 -0.23 -1.49
C -16.2709 -7.3774 14.5265 -0.72 -1.28 1.54
C -14.7781 -7.5723 14.7479 2.21 -0.48 -0.56
N -14.2138 -6.4298 15.5044 -3.59 2.06 0.74
O -12.8489 -6.3248 15.5919 0.75 -0.53 0.31
C -14.3120 -8.8967 15.4372 -1.39 -0.34 0.45
C -14.1816 -7.6073 13.3162 1.11 0.10 -0.38
C -14.6365 -6.6530 18.0406 0.06 -0.54 1.10
H -14.5541 -3.7781 16.2578 -0.28 -0.06 -0.50
H -13.5671 -4.0262 17.5561 0.40 -1.27 0.44
H -15.2850 -3.9209 17.7763 -0.14 -0.44 0.25
H -17.0916 -5.6769 17.3002 0.63 1.00 0.45
H -16.6979 -5.1413 15.6230 0.58 0.92 0.48
H -18.0614 -7.0604 15.6494 -0.14 0.56 0.18
H -16.9231 -7.9710 16.5267 0.44 -0.02 0.16
H -16.4844 -6.6868 13.7107 0.16 0.63 0.50
H -16.7084 -8.3001 14.1453 0.34 -0.40 -0.12
H -14.6284 -8.9945 16.4756 0.28 0.74 0.32
H -14.8461 -9.7804 15.0880 0.26 -0.09 -0.96
H -13.2337 -9.0507 15.3957 -0.08 0.16 -0.18
H -13.1192 -7.3896 13.2070 0.31 0.31 0.85
H -14.1603 -8.6114 12.8926 -0.84 -0.14 0.03
H -14.6200 -6.9000 12.6122 -0.50 -0.11 0.12
H -14.9574 -7.6890 18.1493 0.09 -0.12 -0.51
H -15.0848 -6.1733 18.9107 -0.34 0.37 -0.11
H -13.5745 -6.5693 18.2714 0.16 -0.32 -0.36
H -12.6917 -5.4546 15.2182 0.30 0.12 -0.19
C -6.3586 -10.2346 24.0001 -0.91 0.81 -0.53
C -7.1987 -9.8923 25.2544 1.37 -0.40 2.87
C -6.3132 -10.3420 26.5434 -0.51 -0.33 -1.30
C -5.0899 -9.4826 26.7362 -0.30 1.93 0.21
C -5.5711 -7.9805 26.9449 1.00 -1.60 0.10
C -6.4806 -7.4642 25.8205 -0.23 0.21 2.84
N -7.4928 -8.4498 25.5085 0.34 -1.43 0.09
O -8.3186 -7.9407 24.4903 -0.54 0.09 -0.31
C -7.2070 -6.2041 26.4186 -0.16 -0.16 -0.21
C -5.5965 -6.9806 24.7574 0.01 0.80 -2.70
C -8.5268 -10.7018 25.3913 0.79 0.57 -0.77
H -5.4990 -9.5857 23.8326 -0.05 0.03 0.37
H -7.0234 -10.0396 23.1586 0.04 -0.16 -0.38
H -5.9817 -11.2536 23.9125 -0.34 -0.16 0.40
H -6.8889 -10.4278 27.4649 -0.39 0.70 0.00
H -6.0727 -11.3921 26.3774 0.36 -0.10 -0.35
H -4.3830 -9.4807 25.9065 -0.13 -0.36 -0.25
H -4.5173 -9.7515 27.6238 -0.04 -0.19 0.02
H -4.6999 -7.3261 26.9140 0.13 -0.05 0.25
H -5.9407 -7.9396 27.9695 -0.63 0.21 -0.17
H -7.5429 -6.4026 27.4364 0.28 0.09 0.09
H -6.5580 -5.3310 26.3502 0.25 -0.12 0.49
H -8.1001 -5.8541 25.9010 -0.07 -0.41 -0.48
H -4.9934 -7.6985 24.2014 0.16 -0.20 0.49
H -6.2786 -6.5921 24.0012 0.16 0.37 -0.40
H -4.9750 -6.1502 25.0923 0.05 -0.16 0.00
H -9.0131 -10.8341 24.4248 0.01 0.02 0.02
H -9.2186 -10.1776 26.0507 0.13 -0.05 0.10
H -8.2871 -11.6823 25.8028 -0.14 -0.06 -0.04
H -9.0144 -7.6131 25.0647 -0.58 0.19 -0.56
C -12.8603 -11.4421 23.1615 -1.66 0.88 -0.93
C -11.7163 -11.1678 22.1612 1.24 -0.84 1.89
C -10.6173 -12.1687 22.5737 -0.47 -0.87 -0.03
C -10.9499 -13.6022 22.2083 0.20 0.49 -0.40
C -11.1552 -13.6384 20.7231 0.94 -0.57 -0.12
C -12.2784 -12.7924 20.2051 -0.50 -0.43 -0.78
N -12.0866 -11.3938 20.7396 2.47 -1.70 0.34
O -13.0774 -10.5415 20.3504 -1.06 0.99 -0.50
C -12.2532 -12.8773 18.6231 0.48 1.51 0.34
C -13.6100 -13.4158 20.5320 -1.00 -0.40 1.22
C -11.1028 -9.7288 22.4459 -1.32 -0.58 -1.36
H -12.8403 -12.4139 23.6548 0.34 0.37 0.34
H -13.8251 -11.4332 22.6544 -0.07 -0.30 -0.58
H -13.0748 -10.5782 23.7906 0.71 -0.28 0.77
H -9.6567 -11.9690 22.0989 0.13 0.41 0.13
H -10.5298 -12.2494 23.6572 0.26 1.01 0.10
H -11.8226 -13.9788 22.7419 0.13 -0.14 0.15
H -10.0502 -14.1618 22.4642 -0.23 -0.53 0.13
H -11.2406 -14.6785 20.4085 -0.30 0.00 -0.39
H -10.2366 -13.2548 20.2789 0.14 -0.02 -0.18
H -12.4147 -13.8257 18.1106 -0.09 -0.49 0.94
H -13.0472 -12.2408 18.2326 0.11 0.30 -0.06
H -11.2874 -12.5437 18.2435 0.06 0.40 -0.01
H -14.4202 -12.7050 20.3689 -0.11 -0.20 -0.38
H -13.7436 -14.3577 19.9998 -0.14 0.30 -0.56
H -13.7421 -13.7642 21.5563 0.32 0.39 0.43
H -10.1527 -9.5698 21.9359 -0.14 -0.06 -0.35
H -10.9355 -9.4098 23.4747 -0.27 -0.76 0.21
H -11.8996 -9.0987 22.0507 0.35 0.73 -0.10
H -12.5471 -9.9277 19.8370 -0.53 0.46 -0.34
C -6.1634 -6.1181 17.2047 0.93 0.64 -0.87
C -6.6133 -7.5431 17.2746 -0.15 -2.71 3.32
C -6.3829 -8.1608 18.7471 -1.78 1.12 0.16
C -7.2410 -7.4761 19.8213 0.75 -0.47 0.44
C -8.7402 -7.4411 19.5432 0.64 0.94 -1.17
C -9.0532 -7.1114 18.0228 -1.43 1.56 -0.46
N -8.1028 -7.7248 17.0072 1.11 -0.84 0.26
O -8.3329 -7.3288 15.5917 -0.20 0.49 2.07
C -10.5703 -7.4747 17.5932 2.65 0.21 -0.66
C -9.1015 -5.5493 17.9525 0.15 -0.36 0.32
C -5.7295 -8.4358 16.2991 -1.76 1.97 -0.22
H -6.6798 -5.6616 16.3602 0.20 0.29 -0.10
H -5.0941 -6.1416 16.9950 0.12 0.25 -0.23
H -6.2439 -5.4371 18.0520 -0.42 -0.55 0.22
H -6.7952 -9.1647 18.8488 0.77 -0.56 -0.88
H -5.3576 -8.0470 19.0988 0.23 -0.42 -0.54
H -6.7783 -6.5226 20.0759 -0.55 0.69 -0.46
H -7.1122 -7.9580 20.7904 0.15 -0.59 0.04
H -8.9750 -6.5655 20.1485 -0.95 0.11 -0.30
H -9.3667 -8.2310 19.9573 0.50 -0.54 -0.28
H -10.5425 -8.4595 17.1268 -0.51 -0.50 0.76
H -11.2825 -7.2580 18.3894 0.06 -0.42 -0.09
H -10.7696 -6.8440 16.7267 -0.32 0.16 0.26
H -9.7944 -5.2374 18.7340 -0.52 0.10 -0.31
H -8.1935 -5.0174 18.2366 0.17 -0.21 -0.37
H -9.4625 -5.2717 16.9622 0.21 0.40 0.10
H -6.2468 -7.9753 15.4574 0.78 -0.76 -1.33
H -5.8193 -9.5220 16.3141 -0.34 0.14 0.43
H -4.6817 -8.1363 16.2769 -0.15 0.01 0.24
H -8.6790 -8.1525 15.2404 -0.25 -0.38 -0.35
C 0.1593 -5.8480 18.1682 1.52 -1.63 -0.58
C 0.1776 -4.9412 16.9004 -1.02 0.65 0.11
C -1.2996 -4.2979 16.8036 0.82 -0.51 -0.97
C -1.4180 -3.0515 15.9465 0.79 1.19 -0.53
C -0.3367 -2.0507 16.3340 0.33 -0.34 0.73
C 1.1368 -2.5953 16.3586 -2.63 1.25 0.07
N 1.2091 -3.8736 17.0842 -5.90 2.54 -0.09
O 2.4486 -4.2388 17.0138 4.90 -2.47 0.12
C 1.5560 -2.6233 14.8570 1.40 -0.61 0.05
C 1.9005 -1.5039 17.2224 1.08 -0.14 -1.27
C 0.3911 -5.7794 15.5930 0.17 0.28 0.23
H 0.9942 -6.5463 18.1105 0.65 -0.05 -0.51
H -0.6076 -6.6222 18.1911 -0.77 0.58 -0.15
H 0.3662 -5.5153 19.1854 -0.72 1.18 -0.21
H -1.8480 -5.0242 16.2037 -0.33 -0.55 0.74
H -1.7280 -4.1902 17.8001 0.01 0.12 -0.06
H -2.3759 -2.5338 15.8961 -0.44 -0.16 1.17
H -1.4033 -3.2252 14.8705 0.86 -0.78 -0.24
H -0.5294 -1.7172 17.3537 -0.27 0.10 0.17
H -0.3358 -1.1625 15.7022 -0.08 0.00 0.01
H 2.6295 -2.4576 14.7666 0.09 0.59 -0.03
H 1.5074 -3.5780 14.3334 -0.57 -0.44 0.57
H 1.0050 -1.9573 14.1929 0.09 0.38 0.43
H 1.9004 -1.5168 18.3124 -0.63 -0.86 0.03
H 2.9556 -1.5327 16.9503 0.24 -0.03 -0.03
H 1.6040 -0.4795 16.9972 -0.33 -0.08 -0.44
H 0.0917 -6.8228 15.6918 0.03 -0.02 0.27
H 1.4269 -5.7460 15.2552 0.12 -0.15 0.28
H -0.1916 -5.3861 14.7600 -0.11 0.23 0.07
H 2.8116 -3.9262 17.8457 0.60 -0.31 0.13
C -9.3223 -11.6044 15.5654 0.02 0.38 -1.99
C -9.4726 -11.3036 14.0484 -1.23 0.65 -2.10
C -10.9469 -10.7857 13.7664 0.49 0.15 0.56
C -11.2309 -10.2211 12.3730 0.48 1.24 0.88
C -10.2578 -9.0375 12.0831 1.37 -0.57 0.66
C -8.6729 -9.4256 12.3620 -2.17 0.51 -1.63
N -8.5601 -10.1136 13.6692 -1.27 0.09 0.68
O -7.1869 -10.3802 13.9717 -0.57 -0.33 -0.44
C -8.3662 -10.2578 11.1069 1.72 -0.50 -1.16
C -7.8181 -8.0966 12.3305 -0.78 -0.87 0.04
C -9.2678 -12.5458 13.1473 1.43 -1.08 0.59
H -9.7666 -12.5792 15.7667 0.22 0.01 0.17
H -9.8902 -10.8258 16.0747 0.44 -0.02 0.42
H -8.2422 -11.5721 15.7081 -0.18 -0.17 0.78
H -11.7010 -11.5503 13.9529 0.33 -0.50 0.19
H -11.1200 -10.0530 14.5546 -0.16 0.48 -0.18
H -12.2173 -9.7582 12.3435 -0.25 -0.15 0.29
H -11.3266 -11.0590 11.6825 0.73 0.28 -0.49
H -10.4793 -8.1317 12.6475 -0.35 -0.33 0.96
H -10.4381 -8.6204 11.0924 0.67 -0.53 -0.52
H -7.7500 -9.6876 10.4116 0.37 0.39 0.18
H -7.7636 -11.1556 11.2448 -0.04 -0.07 0.47
H -9.1395 -10.5367 10.3911 -0.82 -0.12 0.79
H -6.7652 -8.2569 12.5625 -0.10 -0.14 0.29
H -7.8227 -7.6806 11.3230 -0.26 -0.12 -0.09
H -8.2677 -7.3471 12.9818 0.20 -0.03 0.27
H -8.2346 -12.8912 13.1840 0.53 0.56 -0.13
H -9.5069 -12.5369 12.0839 -0.31 0.68 0.18
H -9.6799 -13.4752 13.5404 -0.94 0.29 0.35
H -7.0488 -9.7366 14.6705 0.46 0.05 0.16
C -0.1900 -11.9768 20.2050 -0.85 0.74 1.15
C -1.3030 -11.0648 20.8678 0.42 0.82 -0.79
C -1.7672 -11.6356 22.2343 0.13 0.06 0.56
C -2.6841 -10.7125 23.0462 0.15 -0.43 -1.81
C -2.0993 -9.3400 23.2611 1.03 -0.03 -1.01
C -1.3492 -8.6930 22.0008 -1.37 -2.59 -0.74
N -0.6205 -9.7315 21.1811 -0.41 -1.59 2.14
O 0.0009 -9.1256 20.0769 -0.39 0.11 -0.37
C -2.3461 -8.0339 21.1178 -0.33 1.56 -0.91
C -0.3755 -7.7008 22.5106 0.40 0.07 0.88
C -2.5072 -10.9201 19.8199 0.50 -0.94 0.73
H 0.4888 -12.3607 20.9665 0.08 0.24 0.17
H 0.3765 -11.3312 19.5340 -0.15 -0.50 -0.34
H -0.6414 -12.8626 19.7583 0.01 0.26 -0.41
H -2.2914 -12.5851 22.1262 -0.10 -0.09 -0.51
H -0.9617 -11.8882 22.9238 0.77 0.10 -0.52
H -2.9321 -11.2070 23.9854 -0.30 0.13 -0.04
H -3.5371 -10.6472 22.3707 -0.73 0.27 0.59
H -1.3656 -9.4034 24.0647 -0.08 0.20 0.24
H -2.9326 -8.6842 23.5133 0.33 0.39 0.29
H -2.7917 -7.2091 21.6739 -0.43 0.05 -0.11
H -1.7627 -7.5725 20.3211 -0.12 0.18 -0.21
H -3.0947 -8.6314 20.5974 -0.02 -0.15 0.61
H -0.9289 -7.1669 23.2832 0.39 0.47 0.08
H 0.4128 -8.2895 22.9797 0.27 0.32 0.18
H 0.0460 -7.0086 21.7816 -0.17 -0.09 -0.07
H -2.2753 -10.2586 18.9852 0.08 0.22 0.27
H -3.4718 -10.6878 20.2711 0.16 0.55 0.13
H -2.7249 -11.8891 19.3708 0.35 -0.29 -0.05
H 0.8925 -8.9907 20.4062 0.22 -0.03 -0.19
C -4.7349 -15.0608 10.0607 1.59 0.74 0.47
C -3.5027 -13.9795 10.1841 -1.89 -1.80 0.12
C -3.8538 -12.7539 9.3351 -0.71 1.45 0.18
C -5.0180 -11.8546 9.9271 1.02 -1.79 0.32
C -4.6548 -11.5448 11.3394 0.09 0.80 1.74
C -4.1877 -12.7079 12.2899 -1.37 1.82 1.19
N -3.1903 -13.4563 11.5733 1.19 -0.86 -1.14
O -2.4854 -14.4681 12.3807 -1.40 0.75 -0.64
C -3.5520 -11.9592 13.5473 -0.12 -1.15 -0.72
C -5.4454 -13.5221 12.7672 0.41 -0.23 -0.58
C -2.2964 -14.7299 9.5830 0.30 1.55 -0.23
H -4.5170 -15.7323 9.2303 -0.02 0.25 -0.24
H -5.7082 -14.6002 9.8914 0.06 -0.09 0.35
H -4.6843 -15.7091 10.9355 -0.44 0.17 0.16
H -2.9669 -12.1205 9.3196 0.18 0.17 0.02
H -4.0748 -12.9472 8.2854 0.01 -0.67 0.06
H -5.9501 -12.4026 10.0644 -0.20 -0.22 -0.94
H -5.1902 -10.9384 9.3623 0.02 -0.19 -0.14
H -5.5220 -11.1422 11.8627 -0.24 0.10 0.04
H -3.9542 -10.7117 11.3965 0.54 -0.18 -0.10
H -2.6793 -11.3997 13.2103 0.19 -0.14 0.16
H -4.2014 -11.2737 14.0916 -0.51 0.08 -0.63
H -3.3140 -12.6992 14.3114 0.48 -0.13 -0.09
H -6.0658 -13.1953 13.6016 0.77 0.68 0.41
H -6.1926 -13.5220 11.9736 0.18 -0.57 -0.34
H -5.0844 -14.5219 13.0084 -0.33 -0.19 -0.15
H -1.5054 -13.9799 9.5816 0.68 -0.35 0.45
H -2.4217 -14.8809 8.5108 -0.58 -0.19 0.00
H -2.0036 -15.6814 10.0268 -0.14 0.34 0.31
H -1.7795 -13.9224 12.7351 0.23 -0.08 0.04
```
Positions in Å, forces in eV/Å.

Summary:
E_tot: -5557.994202 Ha
HOMO-LUMO gap: 7.887 eV
LUMO: 0.013 Eh
Charge: 0

Results of the Löwdin charge analysis, in e, for atoms 1 through 5: C -0.16; O -0.11; H 0.06; H 0.07; H 0.08